Entry from OMol25: the molecule C3H4OS3 in a non-equilibrium geometry (ωB97M-V/def2-TZVPD).

Properties
SMILES = O=C1SCSCS1
Molecular weight = 152.265 g/mol
DFT total energy = -37728.431 eV
Frontier orbital gap = 9.7 eV
LUMO = 0.4 eV
ΔE to the lowest compared entry with this formula, charge and spin = 6.7 kcal per mole

The geometry in XYZ format:
```
11
Properties=species:S:1:pos:R:3:forces:R:3
S -0.382270 -1.621373 0.024687 -0.5 -1.1 -0.1
S 1.877629 0.158762 -0.449093 0.9 1.4 -0.2
S -0.900463 1.488844 0.099775 1.3 0.3 -0.1
O -2.585422 -0.300023 -0.224359 -0.3 -0.7 -0.5
C 0.973163 1.511261 0.300221 -0.5 2.1 -1.2
C -1.399928 -0.175531 -0.108750 0.3 0.6 0.9
C 1.323297 -1.207841 0.485047 -1.0 0.8 1.4
H 1.950780 -2.056331 0.292447 0.1 -0.5 -0.4
H 1.308110 2.473967 -0.276478 -0.6 -1.9 0.8
H 1.398449 -1.009793 1.573940 -0.1 -0.1 -0.6
H 1.128514 1.805275 1.339961 0.4 -0.8 0.1
```
Forces are in eV/Å.


Entry from OMol25: the molecule C3H4P2 in a non-equilibrium geometry (ωB97M-V/def2-TZVPD).

Properties
SMILES = C=CP1#P=C1
Molecular weight = 102.013 g/mol
DFT total energy = -21750.271 eV
Frontier orbital gap = 8.7 eV
LUMO = 0.0 eV
ΔE to the lowest compared entry with this formula, charge and spin = 22.0 kcal per mole

The geometry in XYZ format:
```
9
Properties=species:S:1:pos:R:3:forces:R:3
P 1.099818 -0.372333 -1.953851 0.6 0.5 -0.1
P -1.000613 -0.247106 -1.386621 0.4 -0.6 2.1
C 0.192561 0.938633 0.921561 -0.5 -0.8 0.1
C 0.432473 -1.336804 -0.816288 -0.5 -0.7 -1.5
C -0.978964 0.691797 0.299173 1.3 -0.1 0.0
H 1.135794 0.628857 0.443910 -0.5 0.6 0.3
H -1.923954 0.796854 0.839913 0.2 0.2 -0.4
H 0.293687 1.174773 1.992475 -0.3 0.3 -0.6
H 0.749197 -2.274670 -0.340273 -0.6 0.7 0.2
```
Forces are in eV/Å.


Entry from OMol25: a cluster of 2 separate species, C3H4P2 in total in a non-equilibrium geometry (ωB97M-V/def2-TZVPD).

Properties
Molecular weight = 102.013 g/mol
DFT total energy = -21745.379 eV
Frontier orbital gap (spin up / spin down) = 7.2 / 8.3 eV
LUMO (spin up / spin down) = -0.4 / -0.8 eV
ΔE to the lowest compared entry with this formula, charge and spin = 134.8 kcal per mole

The geometry in XYZ format:
```
9
Properties=species:S:1:pos:R:3:forces:R:3
P -1.148013 -1.457242 0.248810 -0.4 -1.0 -0.4
P 0.605437 1.513987 -0.330958 -1.4 0.8 -1.1
C 0.923733 0.106983 0.700051 0.0 -0.8 0.8
C -0.498737 0.130341 0.301028 1.7 1.8 -1.2
C 0.560418 -1.020015 -0.235189 0.3 0.4 0.3
H -2.993674 -1.005703 -1.728614 0.5 -0.1 0.4
H 1.316060 0.246043 1.691717 0.0 -1.0 0.4
H 0.209718 2.531707 0.609644 0.2 -0.4 0.1
H 1.025059 -1.046102 -1.256490 -0.9 0.2 0.8
```
Forces are in eV/Å.


Entry from OMol25: a cluster of 2 separate species, C3H4P2 in total in a non-equilibrium geometry (ωB97M-V/def2-TZVPD).

Properties
Molecular weight = 102.013 g/mol
DFT total energy = -21748.184 eV
Frontier orbital gap = 8.2 eV
LUMO = 0.3 eV
ΔE to the lowest compared entry with this formula, charge and spin = 70.1 kcal per mole

The geometry in XYZ format:
```
9
Properties=species:S:1:pos:R:3:forces:R:3
P 1.211354 1.030647 0.523700 -0.8 0.0 -0.8
P 1.352428 -1.023817 -0.386916 -0.5 0.0 0.3
C -0.175267 -0.050272 -0.170003 2.3 -0.5 0.2
C -0.212511 1.193951 -0.874172 0.5 0.2 -0.5
C -0.216629 -1.230125 0.681973 -1.4 -1.1 4.6
H -1.066267 1.754636 -0.626624 -0.9 1.3 0.4
H 0.151886 1.389812 -1.903758 -0.3 -0.8 0.7
H -1.031591 -2.067039 0.598187 1.7 1.5 -0.2
H -0.013407 -0.997797 2.157616 -0.8 -0.7 -4.5
```
Forces are in eV/Å.


Entry from OMol25: a structure of composition C3H4P2 in a non-equilibrium geometry (ωB97M-V/def2-TZVPD).

Properties
Molecular weight = 102.013 g/mol
DFT total energy = -21746.987 eV
Frontier orbital gap = 9.0 eV
LUMO = 0.6 eV
ΔE to the lowest compared entry with this formula, charge and spin = 97.7 kcal per mole

The geometry in XYZ format:
```
9
Properties=species:S:1:pos:R:3:forces:R:3
P -0.645524 1.485846 0.822439 1.4 1.1 -0.5
P 0.275793 -1.359732 -1.302056 -0.2 0.7 1.5
C -0.393240 -0.232030 1.128032 4.2 1.2 -3.0
C 1.180698 -0.319875 -0.029889 -6.1 -2.6 1.5
C -0.204145 0.128316 -0.330439 -0.3 -0.3 1.0
H 0.642347 -0.450531 -2.244531 0.6 0.3 -1.6
H -0.860981 -1.070408 1.474804 -0.9 -2.0 0.9
H 1.999924 0.258815 -0.114620 2.6 1.9 0.4
H -1.994873 1.559598 0.596261 -1.3 -0.4 -0.1
```
Forces are in eV/Å.


Entry from OMol25: a cluster of 2 separate species, C3H4S in total in a non-equilibrium geometry (ωB97M-V/def2-TZVPD).

Properties
Molecular weight = 72.132 g/mol
DFT total energy = -14004.938 eV
Frontier orbital gap = 9.0 eV
LUMO = -0.1 eV
ΔE to the lowest compared entry with this formula, charge and spin = 107.0 kcal per mole

The geometry in XYZ format:
```
8
Properties=species:S:1:pos:R:3:forces:R:3
S 2.002350 -0.390965 0.046501 -1.3 0.2 2.6
C 1.595651 1.198104 -0.067710 1.2 0.8 -2.9
C -1.671348 -1.066902 -0.211736 -1.6 6.3 2.8
C -1.843038 0.071276 0.223908 -0.9 -2.4 -1.1
H -2.360956 0.985381 0.461154 0.5 -0.2 0.2
H -1.163957 -1.777254 -0.649334 2.0 -3.8 -1.9
H 1.366821 -0.456952 1.344526 1.0 -0.8 -1.6
H 2.074477 1.437314 -1.147312 -0.9 -0.1 1.9
```
Forces are in eV/Å.


Entry from OMol25: the molecule C3H4S2 in a non-equilibrium geometry (ωB97M-V/def2-TZVPD).

Properties
SMILES = C#CC(S)S
Molecular weight = 104.199 g/mol
DFT total energy = -24843.306 eV
Frontier orbital gap = 9.9 eV
LUMO = 0.6 eV
ΔE to the lowest compared entry with this formula, charge and spin = 53.9 kcal per mole

The geometry in XYZ format:
```
9
Properties=species:S:1:pos:R:3:forces:R:3
S 1.230192 -1.640131 0.316061 0.6 -1.6 -0.9
S 1.722986 1.383843 -0.009644 -1.3 -0.2 0.2
C -1.832586 0.207433 -0.040064 1.5 0.0 0.7
C 0.637666 -0.100883 0.771466 0.6 3.6 3.0
C -0.738359 0.138985 0.433671 0.2 -0.3 -0.1
H -2.632343 0.438660 -0.619945 -2.1 0.3 -1.0
H 0.758422 2.383155 -0.232175 0.7 -1.3 0.4
H 0.818853 0.039736 1.954193 -0.4 -0.4 -2.7
H 0.701626 -1.596438 -0.934532 0.3 -0.1 0.4
```
Forces are in eV/Å.


Entry from OMol25: a cluster of 2 separate species, C3H4S2 in total in a non-equilibrium geometry (ωB97M-V/def2-TZVPD).

Properties
SMILES = C1=CS1.C=S
Molecular weight = 104.199 g/mol
DFT total energy = -24841.948 eV
Frontier orbital gap = 7.5 eV
LUMO = -0.4 eV
ΔE to the lowest compared entry with this formula, charge and spin = 85.2 kcal per mole

The geometry in XYZ format:
```
9
Properties=species:S:1:pos:R:3:forces:R:3
S 0.325236 -1.040058 1.613452 0.3 0.2 0.3
S 0.980010 1.262717 -1.815420 -0.1 0.3 1.0
C -0.146058 -1.688263 -0.048831 -1.0 0.3 0.0
C 0.718810 1.866789 -0.318553 -1.7 -1.3 -4.4
C -1.178262 -1.340409 0.680344 0.3 -0.8 -2.0
H 0.370155 -2.018823 -0.996822 -0.9 0.5 1.5
H 1.486175 2.056179 0.286834 2.8 0.7 2.7
H -2.288029 -1.247413 0.691578 1.3 0.0 0.2
H -0.268038 2.149281 -0.092582 -1.1 0.3 0.8
```
Forces are in eV/Å.


Question: Which value of DFT total energy does entry 6 give?
Answer: -14004.938 eV


Repeat the first record exactly.
Entry from OMol25: the molecule C3H4OS3 in a non-equilibrium geometry (ωB97M-V/def2-TZVPD).

Properties
SMILES = O=C1SCSCS1
Molecular weight = 152.265 g/mol
DFT total energy = -37728.431 eV
Frontier orbital gap = 9.7 eV
LUMO = 0.4 eV
ΔE to the lowest compared entry with this formula, charge and spin = 6.7 kcal per mole

The geometry in XYZ format:
```
11
Properties=species:S:1:pos:R:3:forces:R:3
S -0.382270 -1.621373 0.024687 -0.5 -1.1 -0.1
S 1.877629 0.158762 -0.449093 0.9 1.4 -0.2
S -0.900463 1.488844 0.099775 1.3 0.3 -0.1
O -2.585422 -0.300023 -0.224359 -0.3 -0.7 -0.5
C 0.973163 1.511261 0.300221 -0.5 2.1 -1.2
C -1.399928 -0.175531 -0.108750 0.3 0.6 0.9
C 1.323297 -1.207841 0.485047 -1.0 0.8 1.4
H 1.950780 -2.056331 0.292447 0.1 -0.5 -0.4
H 1.308110 2.473967 -0.276478 -0.6 -1.9 0.8
H 1.398449 -1.009793 1.573940 -0.1 -0.1 -0.6
H 1.128514 1.805275 1.339961 0.4 -0.8 0.1
```
Forces are in eV/Å.


Question: DFT total energy of number 3 (C3H4P2)?
Answer: -21745.379 eV